C26H50Cl2FeN3O5Si | the ωB97M-V functional and the def2-TZVPD basis

The expectation value of S² is 8.76. The spin multiplicity is 6. Its energy above the lowest of the compared OMol25 structures with the same formula, charge and spin is 15.55 kJ/mol. The LUMO energy (alpha / beta) is 0.6 / -1.0 eV. For the HOMO-LUMO gap (alpha / beta), the calculation gives 8.915 / 7.336 eV.

Each line ends with the Löwdin spin population.
Cartesian coordinates (Å):
C -4.38220 -0.67630 -5.84885  0.001
C -4.13914 -1.90767 -6.68183  0.000
H -4.06101 0.22777 -6.39151  0.000
H -3.77933 -0.81029 -4.94670  0.001
H -5.44134 -0.51349 -5.57686  0.000
C -4.51798 -1.97858 -7.97511  0.000
C -5.10550 -0.84771 -8.76454  0.000
H -4.40802 -2.91631 -8.53644  0.000
H -4.60512 0.09890 -8.56991  0.000
H -6.16709 -0.69420 -8.56757  0.000
H -5.03521 -1.06285 -9.83329  0.000
Fe -1.62199 -1.13370 -1.47745  4.182
Cl -2.97543 -2.76622 -2.31042  0.187
C -0.22615 -3.68407 -0.37076  0.006
O -0.09468 -2.65749 -1.07390  0.045
N 0.51802 -4.79593 -0.51536  0.004
C 1.75074 -4.74675 -1.28383  0.000
C -0.10550 -6.10418 -0.40842  0.001
H -0.98235 -3.75334 0.42744  0.000
H 2.32109 -3.89368 -0.92281  0.000
H 1.53374 -4.62474 -2.35603  0.000
H 2.27460 -5.68893 -1.11665  0.000
H -0.84763 -6.13279 0.40484  0.000
H 0.68208 -6.85072 -0.22226  0.000
H -0.62738 -6.39761 -1.34245  0.000
H 3.68149 -0.99855 2.37928  0.000
H 1.92560 0.39150 4.11347  0.000
C 3.47270 -0.12977 1.74304  0.000
C 1.92065 1.09162 3.26297  0.000
N 2.15452 0.40478 2.00529  0.000
H 3.49026 -0.43455 0.69454  0.000
C 1.16950 0.13060 1.10961  0.001
O 1.37185 -0.50352 0.07665  0.000
H 0.94426 1.59563 3.23675  0.000
H 0.17890 0.53657 1.40868  0.001
H 4.24051 0.62397 1.93278  0.000
H 2.70434 1.84261 3.42341  0.000
H -0.20792 4.02356 -2.45661  0.000
H -0.97159 1.10160 -3.80752  0.001
C 0.60761 3.69789 -3.12377  0.000
C -0.16590 1.67094 -4.30642  0.001
N 0.65802 2.25981 -3.27935  0.003
H 1.56149 4.02201 -2.71052  0.000
C 0.94869 1.45855 -2.20827  0.001
O 0.80354 0.23278 -2.26020  0.010
H 0.37588 0.95737 -4.94914  0.000
H 1.39400 2.06011 -1.37643  0.000
H 0.48121 4.10606 -4.12305  0.000
H -0.63821 2.46216 -4.89258  0.000
O -2.18452 -2.42636 -5.46126  0.001
C -3.40020 -3.01491 -5.94980  0.001
C -2.47229 -4.38075 -7.93552  0.000
C -3.20688 -4.31475 -6.74095  0.000
H -2.10461 -3.47576 -8.43584  0.000
C -2.18400 -5.62152 -8.51952  0.000
H -3.98086 -3.18733 -5.03591  0.002
C -3.85890 -5.48369 -6.29415  0.000
H -1.61521 -5.69743 -9.45440  0.000
C -2.59419 -6.80646 -7.87064  0.000
C -3.52609 -6.72002 -6.84322  0.000
H -4.62146 -5.39816 -5.50989  0.000
H -2.22477 -7.76368 -8.20369  0.000
H -3.99137 -7.61226 -6.42091  0.000
Si -0.63504 -3.07195 -5.13278  0.001
Cl -2.86935 0.66807 -2.42125  0.154
C 0.25475 -3.19149 -6.78650  0.000
C -0.82370 -4.68474 -4.21152  0.002
C 0.40088 -1.91472 -4.12078  0.009
H 0.09743 -4.13639 -7.32464  0.000
H 1.33694 -3.07682 -6.63520  0.000
H -0.04732 -2.38376 -7.47040  0.000
H 0.64304 -0.99641 -4.65803  0.000
H 1.34674 -2.36401 -3.78985  0.000
H -0.15834 -1.61026 -3.23109  0.003
H -1.31168 -5.46691 -4.80760  0.000
H -1.44117 -4.52990 -3.31316  0.002
H 0.14337 -5.09092 -3.87972  0.000
C -3.68865 -1.56741 1.14747  0.005
C -2.75456 -0.40856 0.92603  0.026
C -2.33490 0.28723 2.20439  0.010
O -1.56683 -0.82255 0.31180  0.334
H -3.16714 -2.29047 1.79185  0.000
H -3.88854 -2.07079 0.18860  -0.001
H -4.61921 -1.25843 1.64286  0.000
H -3.23116 0.32991 0.26215  0.003
H -1.80821 -0.46762 2.79437  0.000
H -1.62824 1.08685 1.96080  0.000
H -3.18364 0.68668 2.76907  0.002

Atoms 1-3, force components in eV/Å:
0.279 0.065 0.029
-0.427 0.062 -1.414
0.013 -0.231 0.308

***

C32H58Cl8O12S3 | the ωB97M-V functional and the def2-TZVPD basis

Its energy above the lowest of the compared OMol25 structures with the same formula, charge and spin is 364.01 kJ/mol. As for the structure (SMILES): O=S1(=O)CCCC1.O=S1(=O)CCCC1.O=S1(=O)CCCC1.O=C1CCCO1.O=C1CCCO1.O=C1CCCO1.ClCCCl.ClCCCl.ClCCCl.ClCCCl. The LUMO energy is -0.2 eV. For the HOMO-LUMO gap, the calculation gives 9.619 eV.

Each line ends with the Mulliken charge.
Cartesian coordinates (Å):
O -6.52257 -6.16424 -2.48692  -0.631
S -6.03545 -6.56989 -1.21264  1.071
O -6.19596 -8.00259 -0.87748  -0.648
C -4.24155 -6.10643 -0.91733  -0.752
C -4.28679 -4.88767 -0.03648  -0.555
C -5.42293 -5.05212 0.92459  -0.594
C -6.66105 -5.48065 0.09661  -0.674
H -3.58546 -6.05195 -1.78605  0.464
H -3.82885 -6.90104 -0.29575  0.350
H -3.35593 -4.67596 0.48962  0.333
H -4.35534 -4.03214 -0.70839  0.261
H -5.64272 -4.22660 1.60158  0.332
H -5.23621 -5.86336 1.62824  0.286
H -7.14004 -4.66962 -0.45196  0.358
H -7.44573 -5.98213 0.66309  0.399
O 4.72391 -2.73346 -5.31926  -0.646
S 5.26380 -3.67395 -4.31295  1.088
O 4.73663 -3.76944 -2.97295  -0.656
C 5.21151 -5.34274 -5.00667  -0.670
C 6.52628 -5.48403 -5.77185  -0.648
C 7.67486 -4.93357 -4.91967  -0.591
C 7.06609 -3.57275 -4.37102  -0.628
H 4.33885 -5.49704 -5.64130  0.413
H 5.19305 -5.95998 -4.10846  0.330
H 6.81711 -6.49961 -6.04040  0.366
H 6.58745 -4.89766 -6.68865  0.315
H 8.57086 -4.80089 -5.52604  0.307
H 7.84775 -5.72884 -4.19458  0.308
H 7.34246 -2.62558 -4.83425  0.378
H 7.36799 -3.46462 -3.32926  0.332
O -1.28101 2.22231 -1.17388  -0.642
S -0.21411 2.05451 -0.14032  1.040
O 0.40626 3.18199 0.53934  -0.611
C -0.71943 0.79144 1.14120  -0.742
C -0.43330 -0.52127 0.45026  -0.507
C 0.91941 -0.42873 -0.30354  -0.679
C 1.11783 1.00942 -0.90752  -0.516
H -1.72402 1.00543 1.50602  0.474
H -0.01437 0.81827 1.97203  0.310
H -0.44881 -1.33372 1.17676  0.343
H -1.22453 -0.78529 -0.25142  0.226
H 0.91690 -1.27844 -0.98626  0.331
H 1.63588 -0.77901 0.43947  0.313
H 1.15686 1.16569 -1.98555  0.445
H 1.99412 1.44031 -0.42321  0.210
O 2.05395 -4.20307 7.02179  -0.574
C 1.01527 -4.11045 6.45215  0.515
C 0.40197 -5.26572 5.57077  -0.477
C -1.00223 -4.70673 5.39374  -0.471
C -0.82140 -3.17624 5.49164  -0.263
O 0.29884 -3.06463 6.36058  -0.314
H 0.96317 -5.20715 4.63817  0.230
H 0.53662 -6.26537 5.98388  0.318
H -1.58693 -4.89205 4.49269  0.335
H -1.43424 -5.15138 6.29026  0.241
H -0.58106 -2.70180 4.54019  0.183
H -1.66034 -2.62863 5.92105  0.277
O -5.92967 6.07619 -0.74937  -0.592
C -5.18434 7.02851 -0.49602  0.470
C -3.85589 7.29691 -1.24168  -0.295
C -3.53963 8.70239 -0.66533  -0.474
C -4.42989 8.96072 0.55247  -0.290
O -5.44021 7.97266 0.45992  -0.355
H -3.10632 6.55752 -0.95966  0.226
H -3.89303 7.30118 -2.33104  0.254
H -2.48046 8.61650 -0.42268  0.270
H -3.63056 9.57897 -1.30676  0.276
H -3.82667 8.79793 1.44562  0.212
H -4.86518 9.95904 0.50780  0.295
O 0.17910 -4.36496 -5.38085  -0.669
C -0.58239 -3.35195 -5.37351  0.497
C -0.72037 -2.21975 -6.39596  -0.297
C -1.65020 -1.24585 -5.67911  -0.510
C -2.31759 -2.07890 -4.62969  -0.368
O -1.54974 -3.27735 -4.48600  -0.293
H 0.26547 -1.78326 -6.55627  0.266
H -1.13641 -2.61098 -7.32437  0.265
H -1.05728 -0.43690 -5.25233  0.206
H -2.43573 -0.82085 -6.30395  0.321
H -2.58673 -1.68288 -3.65049  0.368
H -3.28360 -2.24924 -5.10501  0.214
Cl -5.02868 1.42619 4.72901  -0.165
C -5.77916 2.62847 5.84762  -0.401
C -4.89138 3.88956 5.79511  -0.523
Cl -4.93554 4.64530 4.13881  -0.144
H -5.65542 2.22221 6.85148  0.277
H -6.83114 2.79975 5.61936  0.335
H -3.85914 3.63633 6.03691  0.316
H -5.27400 4.61745 6.51055  0.312
Cl 0.22057 4.32429 4.96858  -0.171
C 0.86821 5.88392 5.73545  -0.508
C -0.10217 7.10620 5.64469  -0.333
Cl -0.14934 7.79151 4.01502  -0.187
H 1.85216 6.10653 5.32265  0.324
H 1.10898 5.57981 6.75410  0.311
H 0.20129 7.92542 6.29654  0.305
H -1.13690 6.85953 5.88253  0.259
Cl 4.86606 2.51153 4.44397  -0.196
C 4.56447 2.93543 2.80370  -0.272
C 5.58986 3.94339 2.34734  -0.414
Cl 5.62385 5.39657 3.32705  -0.184
H 3.55134 3.33198 2.87019  0.209
H 4.56737 2.04518 2.17480  0.265
H 5.19551 4.28792 1.39137  0.259
H 6.63046 3.61919 2.36001  0.333
Cl 6.50941 3.89789 -5.83904  -0.196
C 6.88808 2.96099 -4.38214  -0.418
C 5.68043 2.04187 -3.95117  -0.426
Cl 5.93969 1.45831 -2.29030  -0.199
H 7.06572 3.71418 -3.61452  0.295
H 7.80374 2.38578 -4.51926  0.319
H 5.69279 1.25629 -4.70671  0.297
H 4.69704 2.50645 -4.02339  0.329

Atoms 1-3, force components in eV/Å:
-0.192 0.817 -0.801
1.266 -2.659 1.331
0.272 2.290 -0.016

***

C38H55ClN17O4S2 | the ωB97M-V functional and the def2-TZVPD basis

As for the charge: -1. The LUMO energy is 1.7 eV. For the HOMO-LUMO gap, the calculation gives 8.408 eV.

Each line ends with the Mulliken charge.
Cartesian coordinates (Å):
C -1.81985 3.81464 -0.92081  -1.285
C -1.36734 2.35919 -1.21048  0.264
C -2.57124 1.47279 -1.54656  -0.504
Cl -3.59376 1.33020 -0.09435  -0.116
S -1.90404 -0.13378 -2.09388  0.924
O -2.98217 -1.00026 -2.53836  -0.791
O -1.16948 -0.68753 -0.96332  -0.605
N -0.99441 0.24439 -3.40212  -0.467
S 0.47437 -0.44008 -3.40416  1.408
O 0.96658 -0.31626 -4.77138  -0.787
O 0.44914 -1.84105 -2.99445  -0.506
C 1.61645 0.49884 -2.39745  0.129
C 2.21795 1.66434 -2.87508  -0.119
C 3.15136 2.39643 -2.15058  -1.237
N 3.54843 2.01530 -0.93170  -0.453
C 2.94833 0.92333 -0.46428  -1.268
C 2.00005 0.11588 -1.09584  0.228
H -1.09663 4.49925 -1.35296  0.188
H -1.91719 3.95948 0.15525  0.367
H -2.81328 3.95206 -1.36084  0.401
H -0.87019 1.90973 -0.34662  0.424
H -0.65074 2.34965 -2.03448  -0.456
H -3.12400 1.92180 -2.37312  0.572
H 1.96096 2.00318 -3.87592  0.458
H 3.59907 3.29043 -2.57267  0.418
H 3.25415 0.59998 0.53875  0.628
H 1.57844 -0.76241 -0.62399  0.970
C -5.47602 -1.93175 1.38861  -0.415
C -5.84654 -0.82716 2.27961  0.274
N -6.14334 0.04467 2.96686  -0.554
H -6.19573 -2.00411 0.57652  0.394
H -4.49021 -1.75347 0.97047  -0.048
H -5.46327 -2.86367 1.94086  0.405
C -0.08139 -3.33075 -5.67785  -0.348
C 0.13489 -4.68546 -6.19079  0.332
N 0.30673 -5.75250 -6.58124  -0.517
H 0.06670 -2.60623 -6.47574  0.332
H -1.09604 -3.23547 -5.29536  0.276
H 0.61628 -3.11105 -4.87390  -0.039
C 1.19334 -6.73186 -3.66820  -0.406
C 1.12337 -7.49296 -2.41716  0.207
N 1.06795 -8.09275 -1.44010  -0.431
H 0.88722 -5.70173 -3.49258  -0.110
H 2.21140 -6.74004 -4.05197  0.331
H 0.53340 -7.17431 -4.40964  0.385
C 4.41754 -1.71707 3.68028  -1.076
C 3.51035 -1.11746 2.70179  0.430
N 2.78398 -0.65161 1.94443  -0.499
H 4.61838 -1.00735 4.48097  0.370
H 3.96382 -2.61037 4.10508  0.264
H 5.35611 -1.98785 3.20074  0.339
C -1.38846 -3.32991 0.71694  0.923
C -0.40360 -3.70442 1.73181  0.171
N 0.37917 -3.99898 2.51943  -0.531
H -2.35302 -3.14980 1.18544  0.051
H -1.06846 -2.42180 0.20264  -0.515
H -1.49143 -4.13191 -0.00987  -0.005
C -5.38730 -2.05499 6.50783  -0.869
C -4.87975 -2.48420 5.20502  0.381
N -4.49179 -2.81926 4.17950  -0.391
H -5.49632 -0.97203 6.51846  0.274
H -6.35657 -2.51279 6.69406  0.297
H -4.69355 -2.35449 7.29112  0.291
C -0.00515 -0.91703 5.19111  -0.445
C 1.00901 -1.26721 6.18650  0.350
N 1.82030 -1.53986 6.95173  -0.455
H -0.96080 -0.72542 5.67515  0.291
H 0.30552 -0.02436 4.65107  0.199
H -0.12299 -1.73718 4.48288  0.047
C 6.25638 0.10668 -3.10790  -0.754
C 5.39230 0.64698 -4.15846  0.447
N 4.69227 1.07136 -4.96171  -0.441
H 6.37824 0.84578 -2.31795  0.264
H 5.80670 -0.79090 -2.68737  0.179
H 7.23165 -0.14163 -3.52249  0.341
C 0.20376 7.82802 -1.14272  -0.766
C -0.83093 7.23845 -0.29286  0.404
N -1.63133 6.75568 0.37087  -0.387
H 0.22840 7.31027 -2.10035  0.225
H -0.01147 8.88170 -1.31025  0.315
H 1.17456 7.73260 -0.66032  0.250
C 0.33305 3.47881 -5.99615  -0.811
C -0.45695 4.08681 -4.92377  0.517
N -1.06440 4.56221 -4.07395  -0.471
H -0.00499 3.85236 -6.96089  0.355
H 1.38495 3.72579 -5.86482  0.259
H 0.21545 2.39523 -5.96732  0.184
C 2.66174 3.66750 2.81471  -0.992
C 1.83571 3.58096 1.60655  0.349
N 1.19691 3.50291 0.65696  -0.339
H 3.67696 3.94835 2.55758  0.340
H 2.24529 4.41175 3.48854  0.347
H 2.67737 2.70114 3.31341  0.282
C -5.21375 3.22945 2.12775  -0.076
C -5.64992 4.30716 3.01952  0.105
N -5.99163 5.14945 3.72103  -0.436
H -5.91021 3.13241 1.29777  0.300
H -4.22303 3.45136 1.73590  0.015
H -5.18265 2.28883 2.67461  0.132
C 2.76686 -3.32644 -1.21901  0.160
C 3.83047 -3.48420 -0.22168  0.199
N 4.66905 -3.60782 0.55270  -0.512
H 1.80502 -3.22044 -0.72090  -0.142
H 2.95050 -2.43755 -1.81891  0.020
H 2.73656 -4.19655 -1.87178  0.325
C -3.61236 -5.89522 -1.80412  -0.895
C -4.03461 -4.82431 -0.90070  0.463
N -4.36631 -3.97890 -0.20036  -0.323
H -4.31314 -5.97490 -2.63262  0.316
H -2.62088 -5.67483 -2.19610  0.190
H -3.58206 -6.84119 -1.26691  0.304
C 3.57997 4.67138 7.21847  -0.815
C 4.11578 4.30051 5.90730  0.379
N 4.53075 4.01061 4.87771  -0.388
H 3.44687 5.75009 7.27005  0.269
H 2.61905 4.18508 7.37455  0.267
H 4.26945 4.35816 7.99964  0.303

Atoms 1-3, force components in eV/Å:
-0.010 -1.090 0.084
-0.280 0.388 0.358
1.403 0.430 -0.416

***

C23H23BF4MoOP | the ωB97M-V functional and the def2-TZVPD basis

The expectation value of S² is 2.03. The spin multiplicity is 3. Its energy above the lowest of the compared OMol25 structures with the same formula, charge and spin is 0.00 kJ/mol. As for the charge: +1. The LUMO energy (alpha / beta) is -4.5 / -4.5 eV. For the HOMO-LUMO gap (alpha / beta), the calculation gives 7.799 / 7.779 eV.

Each line ends with the Löwdin spin population.
Cartesian coordinates (Å):
Mo -1.19178 0.51888 0.50663  1.749
O -2.76894 -1.56262 0.17566  0.156
C -1.61302 -1.41444 -0.14808  0.007
C -0.75326 -2.40461 -0.84610  -0.007
C -1.17771 -3.64353 -1.30224  -0.002
C -0.24873 -4.46398 -1.92984  -0.001
C 1.07026 -4.04930 -2.09357  -0.001
C 1.49133 -2.80248 -1.64579  -0.001
C 0.55952 -1.98294 -1.02586  -0.001
P 0.84887 -0.32648 -0.39724  0.006
C 2.58689 0.04510 -0.28576  0.003
C 3.29013 0.57768 -1.36546  -0.001
C 4.65419 0.78965 -1.25011  0.000
C 5.31154 0.47008 -0.06976  0.000
C 4.61339 -0.06211 1.00553  0.000
C 3.24829 -0.27468 0.90031  0.000
C 0.05139 0.85319 -1.53208  0.005
C 0.26740 2.22088 -1.26796  0.002
C -0.30148 3.18676 -2.08085  0.018
C -1.08025 2.78894 -3.15771  -0.007
C -1.29943 1.44145 -3.43888  0.011
C -0.73796 0.47132 -2.63357  0.002
H -2.20424 -3.95128 -1.16000  0.000
H -0.54983 -5.43837 -2.28794  0.000
H 1.77829 -4.70826 -2.57608  0.000
H 2.51842 -2.48822 -1.77878  0.000
H 2.78359 0.83032 -2.28859  0.000
H 5.20495 1.20559 -2.08168  0.000
H 6.37611 0.63946 0.01398  0.000
H 5.12625 -0.30536 1.92480  0.000
H 2.70574 -0.68474 1.74366  0.000
H 0.89746 2.50875 -0.42989  0.005
H -0.16147 4.23471 -1.86196  0.001
H -1.53592 3.54135 -3.78683  -0.001
H -1.91177 1.15904 -4.28317  0.001
H -0.90327 -0.57885 -2.84071  0.000
F -2.72465 3.89187 -0.64963  0.001
B -2.83416 2.94056 0.28543  0.003
F -2.76789 1.56959 -0.41103  0.020
F -3.91468 2.95502 1.07113  0.000
F -1.60931 2.76061 1.04532  0.021
C -2.90732 0.50592 2.75957  -0.001
C -1.76947 -0.42980 3.16740  0.003
C -1.62710 -0.44134 4.68304  -0.002
C -0.49488 0.03170 2.44777  -0.008
H -3.91289 0.10947 2.90050  0.000
H -2.93568 0.72422 1.66597  0.000
H -2.80944 1.48884 3.22498  0.000
H -2.01547 -1.43876 2.81794  0.000
H -1.40657 0.56043 5.05418  0.000
H -0.82726 -1.10437 5.01205  0.000
H -2.55279 -0.77684 5.15223  -0.001
H 0.31371 -0.69224 2.51990  0.005
H -0.14908 1.00422 2.82916  0.014

Atoms 1-3, force components in eV/Å:
0.153 -0.001 -0.268
0.025 0.105 0.079
0.059 -0.211 -0.117

***

Looking at electronic energy for the records above, in order, we have -4034.8231; -7032.9544; -3969.3102; -1799.2932 Eh.